[1]
Computed, not measured: a structure of composition C31H32HgN4O6PSe, with ωB97M-V/def2-TZVPD.

Summary:
- Calculated total energy: -4767.01844 Eh
- E_HOMO (alpha / beta): 0.0000 / -0.0552 hartree
- LUMO (alpha / beta): 4.5 / 4.5 eV
- Total charge: -2
- Spin multiplicity: 2

CARTESIAN COORDINATES (ANGSTROEM)
Hg -0.45 -0.78 -0.98
O 2.88 2.43 -2.22
C 2.40 1.56 -1.30
O 2.59 0.38 -1.35
C 1.63 2.31 -0.24
O 1.09 1.41 0.69
C 0.23 2.09 1.60
C -0.66 1.17 2.45
O -1.25 1.78 3.36
O -0.77 -0.05 2.15
H 3.20 1.88 -2.95
H 0.84 2.88 -0.74
H 2.31 3.03 0.23
H -0.45 2.74 1.04
H 0.84 2.71 2.27
O -3.24 -1.81 -0.74
C -2.16 -2.15 -0.32
C -1.76 -3.16 0.58
C -2.76 -4.17 0.80
C -2.49 -5.32 1.49
C -1.21 -5.54 2.04
C -0.26 -4.54 1.88
C -0.49 -3.35 1.20
P 0.86 -2.10 1.08
C 1.41 -1.90 2.82
C 0.68 -2.28 3.94
C 1.10 -1.94 5.22
C 2.27 -1.21 5.40
C 3.00 -0.81 4.29
C 2.57 -1.14 3.02
C 2.17 -3.27 0.45
C 3.31 -3.69 1.12
C 4.26 -4.49 0.49
C 4.09 -4.88 -0.83
C 2.94 -4.48 -1.51
C 2.00 -3.68 -0.88
H -3.74 -4.00 0.38
H -3.27 -6.07 1.61
H -0.97 -6.45 2.57
H 0.72 -4.69 2.33
H -0.25 -2.82 3.81
H 0.51 -2.24 6.07
H 2.59 -0.93 6.40
H 3.90 -0.21 4.42
H 3.12 -0.79 2.15
H 3.46 -3.42 2.16
H 5.15 -4.80 1.03
H 4.83 -5.50 -1.32
H 2.79 -4.78 -2.54
H 1.13 -3.36 -1.43
Se 0.24 1.27 -6.20
C 0.29 0.61 -4.51
N 0.36 0.19 -3.43
C -4.79 0.85 1.88
C -3.44 0.47 2.45
N -2.46 0.57 1.41
C -2.44 1.56 0.49
N -1.38 1.71 -0.23
C -1.32 2.76 -1.22
C -2.70 3.08 -1.78
C -3.61 3.41 -0.61
N -3.60 2.31 0.33
C -4.67 2.25 1.31
H -5.58 0.81 2.64
H -5.04 0.16 1.07
H -3.44 -0.56 2.82
H -3.20 1.12 3.30
H -1.53 0.20 1.65
H -0.66 2.44 -2.03
H -0.88 3.67 -0.78
H -3.08 2.20 -2.29
H -2.67 3.91 -2.49
H -4.64 3.55 -0.95
H -3.29 4.34 -0.13
H -5.59 2.55 0.80
H -4.50 2.97 2.12


[2]
Computed, not measured: the ion C31H32N3O2 with charge +1, with ωB97M-V/def2-TZVPD.

Summary:
- SMILES: O=C1CC(=C2c3ccccc3-c3ccccc32)C(=O)N1CCCC[NH+]1CCN(c2ccccc2)CC1
- Calculated total energy: -1514.18885 Eh
- E_HOMO: -0.3864 hartree
- LUMO: -3.3 eV
- Total charge: +1

CARTESIAN COORDINATES (ANGSTROEM)
O 5.23 0.93 1.83
C 4.19 0.72 1.18
C 4.19 0.18 -0.43
C 2.92 0.00 -0.56
C 2.51 -0.44 -1.74
C 0.96 -0.36 -2.35
C -0.19 -0.61 -1.67
C -1.42 -0.78 -2.25
C -1.46 -0.77 -3.88
C -0.22 -0.46 -4.55
C 0.97 -0.29 -3.57
C 2.25 -0.45 -4.25
C 2.78 -0.26 -5.50
C 4.25 -0.55 -5.65
C 5.06 -0.51 -4.43
C 4.60 -0.56 -3.24
C 3.02 -0.38 -3.14
C 2.06 0.46 0.62
O 0.91 0.67 0.93
N 2.82 0.83 1.50
C 2.57 1.41 2.69
C 1.93 0.32 3.69
C 0.83 0.86 4.52
C -0.19 1.70 3.96
N -0.75 0.91 2.70
C -1.51 -0.36 3.37
C -1.94 -1.17 1.93
N -2.89 -0.05 1.36
C -3.94 -0.52 0.41
C -5.20 0.25 0.30
C -6.12 -0.29 -0.48
C -6.10 -1.58 -0.88
C -5.06 -2.30 -0.82
C -3.86 -1.95 -0.05
C -2.40 0.96 0.92
C -1.75 1.99 2.19
H 4.89 0.80 -0.94
H 4.83 -0.82 -0.27
H -0.13 -0.77 -0.37
H -2.41 -0.98 -1.75
H -2.48 -0.59 -4.41
H -0.21 -0.68 -5.51
H 2.08 -0.44 -6.41
H 4.65 -0.61 -6.78
H 6.11 -0.48 -4.80
H 5.27 -0.71 -2.52
H 1.99 2.37 2.59
H 3.47 1.62 3.19
H 1.57 -0.36 3.18
H 2.79 -0.14 4.33
H 0.49 0.31 5.25
H 1.48 1.38 5.38
H -0.97 1.90 4.83
H 0.22 2.66 3.75
H 0.04 0.82 2.23
H -2.13 -0.07 3.91
H -0.75 -0.89 3.84
H -2.62 -1.91 2.38
H -1.29 -1.16 1.34
H -5.21 1.14 0.69
H -6.95 0.28 -0.75
H -7.05 -1.89 -1.69
H -4.97 -3.36 -1.12
H -3.17 -2.50 0.25
H -3.15 1.55 0.57
H -1.56 1.08 0.31
H -2.52 2.09 2.83
H -1.36 2.78 1.78